*A*
C10H14N2 | ωB97M-V/def2-TZVPD

Positions of all 26 atoms, in Å:
C -1.1265 0.4470 2.3699
H -1.3278 -1.2730 -4.2461
H -2.7278 0.0695 -1.7570
C -1.7151 0.4883 -2.2474
H -1.8770 1.4972 -2.8183
C -1.0711 -0.8083 -3.1276
C -0.4754 0.8592 0.1487
H 0.9024 1.7127 2.7720
H -0.9961 2.3126 -1.1681
C 1.7885 -0.4135 -0.3556
H 1.5759 -0.6244 -1.4329
H 2.1631 -1.7091 2.6822
C 0.4158 0.4967 2.7795
C 2.7118 -1.0550 0.6853
H -1.3898 -0.6204 2.3016
H 0.5723 0.0028 3.8019
H 3.4916 -1.6340 0.3486
C 0.6161 -0.1663 0.3054
N 0.8660 -0.4278 1.6513
H 0.2598 -0.6793 -3.0180
H -1.0844 -2.0737 -2.5721
H -1.8447 0.9312 3.0975
C 2.0148 -1.0757 1.8723
N -1.2289 1.0610 1.0819
H 0.1142 1.4153 -1.9773
C -0.6278 1.2669 -1.1778

Results of the Mulliken charge analysis, in e, for atoms 1 through 5: -0.593 0.302 0.241 -0.186 0.271

***

*B*
C10H14N2 | ωB97M-V/def2-TZVPD

Its structure (SMILES) is CC1(C)C[C@]12C=CC=C/C2=N\N.

Positions of all 26 atoms, in Å:
H 1.1139 1.3979 -1.7669
H -3.7500 2.0834 -0.1441
C -2.7262 1.5029 -0.1054
C -2.6421 0.1975 -0.3637
C -0.1074 0.4396 -0.1755
C -1.3239 -0.4497 -0.1175
C 1.5576 -1.6224 -0.0098
H -2.5132 -3.0897 0.8363
C -0.3607 1.7753 0.4358
H 3.4945 0.6922 0.1707
C 0.7867 0.4554 -1.4426
H -3.4272 -0.4947 -0.6250
H 2.6678 -1.7565 0.2733
C -1.6226 2.2449 0.4624
H 0.5102 2.1559 0.9145
N -2.4207 -2.4494 0.0842
H 2.5065 0.0773 1.6120
H 1.2031 -2.0780 -0.8967
H -3.3358 -2.1376 -0.1836
H 0.9867 -2.0957 0.7419
H 2.1992 1.7312 0.7195
C 1.3752 -0.0635 -0.1724
H 0.4658 -0.1750 -2.2868
N -1.2853 -1.6934 0.2753
C 2.4143 0.7134 0.6451
H -2.0680 3.1506 0.8980

Results of the Mulliken charge analysis, in e, for atoms 1 through 5: 0.329 0.216 -0.466 -0.582 1.146

***

Q: Which of them is the least stable? A: *A*.

***

*A*
C4H9N3O | ωB97M-V/def2-TZVPD

Its structure (SMILES) is NC/C=C\N=C/NO.

Positions of all 17 atoms, in Å:
H 1.7409 -2.2424 0.3417
C 0.1436 0.5597 -0.4639
H 3.7818 -0.9100 -0.1103
H -2.0322 -0.1365 1.5679
N 0.4549 -0.6874 -0.1931
C 1.6278 -1.1629 0.0215
H -1.9821 -1.5378 -0.3540
N -2.7877 -0.8272 -0.3964
H -2.8525 -0.3774 -1.3204
H 0.8556 1.2092 -0.8098
H 3.0026 1.3409 0.6666
O 2.8078 0.8682 -0.2190
C -1.0761 1.0279 -0.0742
H -2.9695 1.0321 0.8550
H -1.3242 2.0895 -0.2519
C -2.2545 0.2361 0.5604
N 2.8638 -0.4821 0.1801

Results of the Mulliken charge analysis, in e, for atoms 1 through 5: 0.302 -0.348 0.248 0.260 -0.328

***

*B*
C4H9N3O | ωB97M-V/def2-TZVPD

Positions of all 17 atoms, in Å:
N 0.1175 -0.6179 -0.4448
N -0.7114 -0.3369 -2.7327
H -0.3813 -2.4224 0.7249
C 0.0334 -0.7957 1.9757
H 0.1366 -1.5722 2.8352
C -0.0096 -1.3273 0.7699
C 0.2064 0.8042 2.0400
N -0.6014 0.9048 -2.6225
O 0.6626 1.3313 0.7818
H -1.3978 1.3901 -3.3885
H -0.1552 -2.1678 -1.6435
H 1.8245 1.8619 1.3920
H -0.2968 0.4276 -0.2537
H 0.5710 0.9836 -2.8885
C -0.2339 -0.9771 -1.6858
H -0.8255 1.3959 2.2845
H 1.0611 1.1179 2.8562

Results of the Mulliken charge analysis, in e, for atoms 1 through 5: -0.128 -0.530 0.198 -0.372 0.267

***

*C*
C4H9N3O | ωB97M-V/def2-TZVPD

Positions of all 17 atoms, in Å:
N -0.2469 0.6041 0.4703
H 2.8170 2.3260 -0.3884
H 2.3569 -2.3570 -0.1450
H -2.0090 -1.2399 -0.7703
H -1.9918 1.2798 -0.5527
C -0.1437 -0.6424 0.0611
H -1.8252 -1.6500 0.9292
H 1.7708 1.3053 -1.5563
H -1.1960 2.4201 0.5591
N 1.5347 1.0933 0.5075
H -2.1485 1.0755 1.2044
C -1.4629 1.3733 0.4035
H -0.9250 -2.5904 -0.2683
O 1.6755 -2.0003 0.4382
N 1.0694 -0.9929 -0.3325
C -1.2972 -1.5984 -0.0239
C 2.0218 1.5940 -0.5358

Results of the Mulliken charge analysis, in e, for atoms 1 through 5: -0.020 0.295 0.343 0.311 0.326

***

*D*
C4H9N3O | ωB97M-V/def2-TZVPD

Positions of all 17 atoms, in Å:
H 1.8190 1.9271 -0.4703
H -2.9614 -0.0982 -0.4148
C 0.8049 1.4481 -0.0021
O -0.7598 -3.5182 0.4905
C -3.2938 -1.0700 -0.7500
H 0.7835 1.7089 1.0730
C -1.5628 -2.8455 0.0181
H 0.9248 -1.6464 0.8364
C 1.7025 -0.4688 1.9824
H -4.2331 -1.2226 -0.3235
N -2.4508 -2.1016 -0.2568
N 0.7214 0.0307 -0.1183
H 2.2065 0.4803 2.0824
N 1.0969 -0.6903 0.9172
H -3.1908 -1.0627 -1.8302
H 1.9465 -1.2693 2.6325
H -0.0236 1.8692 -0.4148

Results of the Mulliken charge analysis, in e, for atoms 1 through 5: 0.217 0.242 -0.726 -0.496 -0.569

***

Q: Which of them is the least stable? A: *B*.

***

*A*
C4H9N3O | ωB97M-V/def2-TZVPD

Positions of all 17 atoms, in Å:
N 0.9053 -0.1944 1.0364
H 0.6666 -0.2285 2.0296
N -0.7190 -1.1981 0.3381
C -0.2582 -2.1932 -0.6348
O -0.1431 1.8758 1.4241
H 1.9317 2.2022 -0.1843
C -1.0629 0.1540 -0.1514
H -0.9527 2.2745 1.0746
H 1.5718 0.8524 -1.2855
H -1.0407 -2.4123 -1.3613
H 0.0253 -3.1017 -0.1043
H -1.4059 -1.5693 0.9990
H 0.4769 2.2436 -1.2085
C 1.1357 1.5998 -0.6231
H 0.6152 -1.7883 -1.1440
N -2.0637 0.5458 -0.6731
C 0.3177 0.9379 0.4683

Results of the Mulliken charge analysis, in e, for atoms 1 through 5: -0.626 0.264 -0.047 -0.772 -0.554

***

*B*
C4H9N3O | ωB97M-V/def2-TZVPD

Its structure (SMILES) is C/C=N\OC/C=N\N.

Positions of all 17 atoms, in Å:
H 2.1342 2.5613 -0.1653
H -1.0714 1.7841 0.6185
N 1.0199 1.0118 -0.7812
H -0.5355 -0.5331 -2.4121
H -2.2912 -1.9325 -0.9968
C -1.2036 -1.8025 -0.7531
C -0.2292 -0.7724 -1.3471
C 1.0945 1.9993 -0.0392
H 0.7286 -1.1714 -1.4711
H 0.2362 -2.8243 1.6796
N -0.8485 -2.5869 0.1872
N 0.3812 -2.3310 0.8599
C 0.0083 2.2413 1.0039
O -0.1273 0.3078 -0.4490
H 0.4914 -1.2492 1.0857
H 0.3994 1.8158 2.0100
H -0.1872 3.4817 0.9702

Results of the Mulliken charge analysis, in e, for atoms 1 through 5: 0.313 0.217 -0.526 0.316 0.352

***

Q: Which of them is the least stable? A: *B*.

***

*A*
C21H29CoN8S2 | ωB97M-V/def2-TZVPD

As for the expectation value of S²: 6.049. The multiplicity is 5. The charge is +2.

Positions of all 61 atoms, in Å:
N 10.6725 4.8859 11.1274
C 6.2635 3.8957 6.5726
H 8.9261 4.2262 12.1268
C 4.6413 7.6841 16.3597
H 5.6604 9.0531 6.6172
H 8.8852 5.8724 11.6403
C 7.2524 9.0778 10.0946
N 6.1620 6.9399 10.5446
N 6.1649 7.2617 11.7106
H 5.8306 8.5079 13.2560
C 6.0341 7.9219 8.3905
C 9.2655 4.9167 11.3542
C 5.1331 8.4638 15.2751
H 11.8482 4.1285 8.2408
H 7.7628 9.0299 11.0721
H 3.4035 3.6698 8.8375
C 4.2609 9.7514 17.5211
N 10.3328 3.1736 9.4991
H 12.0285 5.9935 9.8602
H 3.5210 2.9907 7.2141
H 8.3002 2.9326 8.7787
H 10.4772 6.8172 10.3643
H 3.6978 10.1730 18.3836
C 8.9000 3.1982 9.6753
S 5.7479 4.5280 12.3397
C 6.5153 7.9767 9.6766
C 11.0227 3.5336 10.7231
H 6.9071 11.1150 7.3373
H 3.6466 7.8621 18.2956
C 3.8626 3.7477 7.8920
C 6.2006 9.0364 7.5534
C 8.8353 5.4806 9.0676
C 4.1659 8.3746 17.4673
C 7.4356 10.1906 9.2875
S 5.6000 3.4569 8.1923
H 12.1035 3.4986 10.4968
H 3.7460 4.8406 7.5004
H 5.0097 11.5258 16.7339
H 6.1697 3.0668 5.8373
H 4.5666 6.5966 16.1872
C 10.7179 4.1292 8.4676
C 6.8480 10.2103 7.9736
C 10.9385 5.8563 10.0448
N 10.2762 5.4754 8.8274
H 8.4062 5.2217 8.0908
H 8.4869 2.4286 10.4122
H 6.0119 10.3001 14.6433
H 7.3933 4.0004 6.6956
H 10.2434 3.8684 7.4679
C 4.8760 10.4717 16.5400
H 5.4174 7.0671 8.0319
H 5.8333 4.7684 6.1327
H 8.0491 11.0025 9.6730
C 5.3593 9.8574 15.4077
N 8.4113 4.5421 10.1425
Co 6.2888 4.8365 10.1811
H 10.8297 2.8060 11.5207
H 8.5106 6.4451 9.3421
N 5.4303 6.6222 13.8314
C 5.7577 6.2298 12.6604
N 5.4846 7.9583 14.0562

Results of the Mulliken charge analysis, in e, for atoms 1 through 5: 0.118 -0.655 0.318 -0.275 0.404

***

*B*
C21H29CoN8S2 | ωB97M-V/def2-TZVPD

As for the expectation value of S²: 6.049. The multiplicity is 5. The charge is +2.

Positions of all 61 atoms, in Å:
H 3.7240 2.1352 3.4990
H -0.2289 -3.3462 0.3679
H 4.1484 0.7613 0.8636
C -4.2622 -0.6168 1.2896
C 1.7994 1.4083 4.2328
N -1.0981 -2.7360 -1.4681
H 2.3427 -3.3297 -2.8513
C -0.7462 -1.3534 -1.1966
C 1.3527 -3.6069 -2.5917
C 2.6830 1.9124 3.2916
C 1.5467 -2.0022 -0.8814
N 0.4063 1.9745 0.3797
H -3.0840 0.0175 -0.3174
N 0.6494 -1.0446 -1.6066
H -5.5672 -1.0475 2.9138
H -1.2084 -4.0330 -3.0760
H 5.4425 0.2056 -0.2194
H 3.5812 2.8009 -2.7425
N 0.4291 -2.7256 -3.3384
Co 1.2040 0.9069 -1.2909
C -1.3431 2.3476 -1.0133
H -1.4156 -0.6646 -1.7774
C 4.0619 2.4791 -1.8040
H -0.2123 0.8692 4.7916
C -0.9621 -2.9991 -2.9170
N 1.2175 -3.3735 -1.1126
S 3.5238 0.7827 -1.5487
C -4.5487 2.0613 1.9988
H -1.0617 1.1552 2.5042
N -0.7436 2.4090 0.2879
N -2.6169 2.4935 -1.0754
H 1.4915 -1.7808 0.1889
C -0.0315 1.3926 2.6968
H -5.7107 1.3773 3.6526
C 0.7463 -1.3491 -3.0593
H 1.7675 -1.1398 -3.3835
C 4.3635 0.1778 -0.0453
H -4.7755 3.0944 2.1637
H 2.1582 1.2845 5.2418
H 3.7496 3.1036 -0.9783
N -3.2670 2.6279 0.0865
H 1.1487 -4.6504 -2.8107
H -3.5823 3.5974 0.2765
H 5.1438 2.5247 -1.9252
H -4.2245 -1.6874 1.0425
H 0.0683 -0.6785 -3.5705
C -3.7987 1.6661 0.8598
C -0.1622 -3.5991 -0.7004
H 2.8319 2.5508 1.1879
C -5.1273 1.0693 2.7770
C 2.2204 2.1302 1.9971
C -3.6399 0.3021 0.5425
C 0.8767 1.8934 1.7495
H -0.4379 -4.6259 -0.8349
H 2.5390 -1.8294 -1.2845
S -0.3493 2.0725 -2.3901
C -4.9995 -0.2727 2.4171
H -1.6364 -2.3478 -3.4614
H -0.8329 -1.0983 -0.1356
H 3.9918 -0.8284 0.1044
C 0.4646 1.1815 4.0034

Results of the Mulliken charge analysis, in e, for atoms 1 through 5: 0.460 0.350 0.125 -0.620 -0.335

***

Q: Which of them is the least stable? A: *A*.